DFT (wB97M-V/def2-TZVPD) results for C6H11NO as an isolated structure.

The value obtained for the LUMO energy is 0.86 eV. Its net charge is 0. The value obtained for the orbital gap is 10.28 eV. The calculation puts the HOMO energy at -9.4 eV.

Last column: natural (NBO) charge in e.
Positions of all 19 atoms, in Å:
C -0.791 -1.891 -0.542  -0.47
C -0.192 0.467 0.124  -0.07
C -0.823 1.911 0.440  -0.62
C 1.054 0.598 -0.805  -0.26
C 2.168 -0.198 -0.461  -0.44
C -0.057 -0.426 1.330  0.43
H -0.307 -1.741 -1.547  0.21
H 0.177 -2.172 0.298  0.23
H -1.835 -2.514 -0.593  0.24
H -1.746 -0.157 -0.888  0.35
H -1.889 2.107 0.966  0.24
H -0.960 2.369 -0.558  0.22
H -0.044 2.599 0.751  0.23
H 1.373 1.474 -1.790  0.23
H 3.045 0.066 -1.035  0.20
H 2.039 -0.685 0.675  0.29
H -0.987 -0.856 1.812  0.20
N -1.263 -0.394 -0.102  -0.63
O 1.036 -0.556 1.924  -0.57

***

DFT (wB97M-V/def2-TZVPD) results for a 11-piece molecular cluster, C11H33N11O22 overall.

The value obtained for the LUMO energy (alpha / beta) is 1.31 / 1.31 eV. Its net charge is -1. The value obtained for the orbital gap (alpha / beta) is 2.28 / 6.38 eV. The multiplicity is 2. The calculation puts the HOMO energy (alpha / beta) at -1.0 / -5.1 eV.

Last column: Mulliken spin population.
Positions of all 77 atoms, in Å:
C 15.274 -15.296 8.778  0.00
N 16.139 -15.218 7.538  0.00
O 15.615 -15.493 6.472  0.00
O 17.292 -14.915 7.664  0.00
H 14.538 -14.521 8.562  0.00
H 15.883 -14.984 9.627  0.00
H 14.830 -16.285 8.887  0.00
C 9.210 -18.525 7.149  0.00
N 8.491 -19.401 6.193  0.00
O 7.517 -20.039 6.666  0.00
O 8.785 -19.359 5.034  0.00
H 10.088 -18.073 6.687  0.00
H 9.566 -19.140 7.975  0.00
H 8.446 -17.854 7.541  0.00
C 13.936 -18.801 13.256  0.00
N 14.182 -17.857 12.114  0.00
O 13.231 -17.169 11.815  0.00
O 15.323 -17.619 11.725  0.00
H 14.728 -19.519 13.474  0.00
H 13.142 -19.484 12.954  0.00
H 13.797 -18.121 14.096  0.00
C 8.003 -13.305 14.424  0.00
N 8.450 -12.845 13.060  0.06
O 9.135 -13.605 12.405  0.02
O 8.161 -11.687 12.666  -0.01
H 8.930 -13.503 14.962  0.00
H 7.270 -14.110 14.365  0.00
H 7.452 -12.573 15.014  0.00
C 7.651 -16.216 10.383  -0.01
N 8.079 -16.376 11.824  0.00
O 7.270 -16.050 12.694  0.00
O 9.204 -16.827 12.005  0.00
H 7.325 -17.224 10.130  0.00
H 8.447 -15.856 9.731  0.01
H 6.863 -15.474 10.256  0.00
C 12.710 -18.948 9.050  0.00
N 13.152 -18.914 7.600  0.00
O 12.619 -19.755 6.884  0.00
O 13.882 -18.043 7.262  0.00
H 11.797 -19.539 9.127  0.00
H 12.565 -17.947 9.456  0.00
H 13.583 -19.302 9.599  0.00
C 7.935 -11.191 8.005  0.05
N 8.026 -12.427 8.820  0.45
O 9.032 -13.075 8.673  0.19
O 7.190 -12.590 9.725  0.22
H 8.908 -10.965 7.569  0.00
H 7.740 -10.431 8.762  -0.04
H 7.157 -11.455 7.289  0.01
C 14.000 -12.833 5.062  0.00
N 15.332 -12.163 5.236  0.00
O 16.293 -12.737 4.774  0.00
O 15.407 -11.023 5.678  0.00
H 13.299 -12.719 5.889  0.00
H 14.239 -13.890 4.946  0.00
H 13.574 -12.395 4.160  0.00
C 15.929 -13.764 13.445  0.00
N 14.676 -14.557 13.202  0.00
O 14.049 -14.300 12.184  0.00
O 14.430 -15.347 14.083  0.00
H 15.727 -12.725 13.184  0.00
H 16.747 -14.103 12.810  0.00
H 16.243 -13.778 14.489  0.00
C 8.979 -13.367 5.386  0.02
N 8.653 -14.834 5.647  0.00
O 7.787 -15.160 6.417  -0.01
O 9.235 -15.657 4.960  0.00
H 9.656 -13.222 6.228  0.00
H 8.089 -12.743 5.465  0.00
H 9.461 -13.112 4.442  0.00
C 11.393 -14.394 10.021  0.02
N 11.522 -14.743 8.602  0.01
O 11.272 -15.892 8.235  0.01
O 11.857 -13.810 7.922  0.01
H 11.505 -13.317 10.149  0.00
H 12.277 -14.795 10.518  0.00
H 10.459 -14.712 10.484  -0.01

***

DFT (wB97M-V/def2-TZVPD) results for a single C3H7N3O molecule.

The value obtained for the LUMO energy is 0.60 eV. Its net charge is 0. The value obtained for the orbital gap is 8.31 eV. The calculation puts the HOMO energy at -7.7 eV.

Last column: natural (NBO) charge in e.
Positions of all 14 atoms, in Å:
N 2.086 -0.174 0.518  -0.84
C 0.617 -0.294 0.546  -0.04
N 0.058 -0.105 -0.771  -0.50
N -1.312 -0.146 -1.038  -0.44
C -2.081 1.086 -1.022  -0.37
C -1.588 2.149 -0.438  0.66
O -1.138 3.147 0.024  -0.46
H 2.619 0.352 1.203  0.38
H 2.214 0.331 -0.392  0.35
H 0.179 0.482 1.218  0.14
H 0.276 -1.321 0.889  0.16
H 0.508 0.608 -1.336  0.35
H -1.694 -0.932 -0.540  0.37
H -3.010 1.057 -1.517  0.25

***

DFT (wB97M-V/def2-TZVPD) results for C28H35CrN5OP2 as an isolated structure.

The value obtained for the LUMO energy (alpha / beta) is 0.09 / -0.27 eV. Its net charge is 0. The value obtained for the orbital gap (alpha / beta) is 7.00 / 6.93 eV. The multiplicity is 5. The calculation puts the HOMO energy (alpha / beta) at -6.9 / -7.2 eV.

Last column: Mulliken spin population.
Positions of all 72 atoms, in Å:
Cr 1.267 -1.063 0.847  3.90
C 2.195 2.960 -1.767  0.01
C 0.906 3.019 -1.391  0.01
C -0.229 2.964 -2.335  -0.01
C -0.062 1.813 -3.373  0.01
C 0.456 0.515 -2.818  -0.08
C 1.724 0.223 -2.516  0.07
C 2.876 0.959 -3.147  -0.03
C 2.734 2.504 -3.095  0.01
C 1.578 -2.992 1.510  -0.27
H 2.992 3.322 -1.111  0.00
H 0.649 3.339 -0.381  -0.01
H -0.308 3.935 -2.868  0.00
H -1.179 2.861 -1.786  0.00
H -1.060 1.588 -3.777  0.00
H 0.519 2.185 -4.236  0.00
H -0.309 -0.276 -2.746  0.00
H 2.003 -0.650 -1.918  0.04
H 2.963 0.630 -4.203  0.00
H 3.837 0.662 -2.684  0.00
H 3.740 2.940 -3.222  0.00
H 2.167 2.883 -3.963  0.00
H 2.202 -2.876 2.414  0.03
H 2.090 -3.675 0.817  -0.01
H 0.650 -3.496 1.824  0.03
P -0.861 -1.621 -0.238  0.03
P -0.992 0.706 2.156  -0.02
N -0.147 -2.520 -1.581  0.00
N -2.220 -2.581 0.040  0.00
N 0.732 1.310 2.173  0.01
N -1.465 1.802 3.316  0.00
C -1.531 0.029 -0.606  0.21
C -1.708 1.104 0.511  0.02
C 1.255 -2.700 -1.558  -0.03
C 1.630 -3.432 -2.669  0.01
C 0.438 -3.680 -3.422  0.00
C -0.633 -3.179 -2.702  0.00
C -2.094 -3.938 0.423  0.01
C -3.370 -4.482 0.497  0.00
C -4.301 -3.457 0.102  0.00
C -3.572 -2.331 -0.231  0.00
C 1.838 0.368 2.325  -0.19
C 2.982 0.986 1.696  0.29
C 2.570 2.248 1.237  -0.11
C 1.218 2.432 1.555  0.16
C -1.331 3.196 3.430  0.00
C -1.830 3.569 4.676  0.00
C -2.275 2.368 5.350  0.00
C -2.037 1.301 4.507  0.00
H -2.455 -0.128 -1.196  0.00
H -0.772 0.499 -1.248  -0.14
H -1.320 2.085 0.149  0.00
H -2.794 1.240 0.692  0.00
H 1.873 -2.229 -0.765  0.00
H 2.652 -3.748 -2.886  0.00
H 0.397 -4.135 -4.394  0.00
H -1.684 -3.217 -2.894  0.00
H -1.112 -4.377 0.587  0.00
H -3.584 -5.496 0.818  0.00
H -5.378 -3.537 0.113  0.00
H -3.873 -1.371 -0.615  0.00
H 1.970 -0.103 3.314  0.04
H 3.980 0.551 1.681  0.00
H 3.180 2.935 0.660  0.01
H 0.579 3.300 1.376  0.00
H -0.910 3.791 2.632  0.00
H -1.850 4.572 5.091  0.00
H -2.708 2.299 6.337  0.00
H -2.178 0.239 4.619  0.00
O -0.691 -1.861 4.720  0.02
C -0.208 -1.667 3.631  0.02
N 0.188 -1.416 2.513  -0.02

***

DFT (wB97M-V/def2-TZVPD) results for a single C19H32N2O4S molecule.

The value obtained for the LUMO energy is 0.68 eV. Its net charge is 0. The value obtained for the orbital gap is 9.64 eV. The calculation puts the HOMO energy at -9.0 eV.

Last column: natural (NBO) charge in e.
Positions of all 58 atoms, in Å:
C 3.507 4.920 -0.048  -0.61
C 3.060 3.847 -1.034  -0.39
C 2.227 2.739 -0.385  -0.41
C 2.939 1.943 0.711  -0.43
C 4.219 1.237 0.262  -0.40
C 3.990 0.180 -0.818  -0.23
N 3.216 -0.954 -0.363  -0.61
C 1.965 -1.212 -0.784  0.72
O 1.378 -0.519 -1.594  -0.67
C 1.393 -2.537 -0.284  -0.51
C -0.146 -2.517 -0.282  -0.08
N -0.702 -2.322 1.039  -0.87
S -0.455 -0.834 1.757  2.33
O -0.908 -0.985 3.110  -0.94
O 0.901 -0.384 1.564  -0.96
C -1.583 0.179 0.834  -0.39
C -1.142 0.918 -0.243  -0.18
C -2.046 1.664 -0.980  -0.27
C -3.395 1.663 -0.631  0.33
O -4.364 2.352 -1.281  -0.49
C -4.008 3.140 -2.394  -0.25
C -3.824 0.905 0.467  -0.26
C -2.919 0.165 1.194  -0.14
C -0.774 -3.759 -0.942  -0.19
C -2.278 -3.550 -1.102  -0.61
C -0.497 -5.042 -0.160  -0.62
H 4.007 5.733 -0.572  0.21
H 4.201 4.513 0.683  0.20
H 2.650 5.329 0.482  0.20
H 3.935 3.417 -1.525  0.19
H 2.452 4.316 -1.813  0.20
H 1.335 3.189 0.059  0.20
H 1.891 2.054 -1.164  0.21
H 2.243 1.194 1.091  0.25
H 3.187 2.609 1.539  0.20
H 4.937 1.964 -0.123  0.20
H 4.673 0.756 1.132  0.20
H 3.451 0.604 -1.666  0.23
H 4.960 -0.192 -1.172  0.19
H 3.578 -1.460 0.429  0.39
H 1.756 -3.303 -0.974  0.23
H 1.773 -2.757 0.714  0.22
H -0.456 -1.640 -0.865  0.24
H -0.483 -3.063 1.689  0.40
H -0.098 0.899 -0.509  0.27
H -1.687 2.235 -1.821  0.22
H -3.303 3.930 -2.116  0.18
H -4.935 3.590 -2.743  0.20
H -3.577 2.531 -3.194  0.18
H -4.872 0.920 0.719  0.23
H -3.220 -0.421 2.048  0.24
H -0.325 -3.851 -1.937  0.21
H -2.733 -3.377 -0.131  0.22
H -2.737 -4.424 -1.557  0.21
H -2.477 -2.685 -1.731  0.21
H 0.566 -5.167 0.030  0.21
H -1.025 -5.033 0.790  0.20
H -0.844 -5.903 -0.728  0.22

***

Calculated E_tot in order - -9930.7092 -73346.6557 -9738.8506 -86092.7995 -42228.3532 eV
Calculated energy above the lowest of the compared OMol25 structures with the same formula, charge and spin in order - 178.6 15.3 96.5 109.8 1.2 kcal per mole